No. 1
41
Properties=species:S:1:pos:R:3 method="wB97M-V/def2-TZVPD" total_charge=+2 e_homo_ev="-15.002 / -15.006" max_force_ev_per_a=0.6 e_above_lowest_kcal_mol=0.1
Os 0.147 -0.475 -1.148
C 4.571 2.233 -1.799
S 3.154 3.225 -1.284
C 1.849 2.111 -1.312
S 2.071 0.432 -1.854
N 0.679 2.535 -0.966
N -0.274 1.555 -1.004
C -1.505 1.923 -0.929
C -2.480 0.855 -1.031
C -3.847 1.037 -0.991
C -4.673 -0.069 -1.164
C -4.103 -1.311 -1.384
C -2.723 -1.431 -1.418
N -1.925 -0.372 -1.235
H 5.424 2.891 -1.645
H 4.509 1.969 -2.851
H 4.700 1.356 -1.168
H -1.767 2.970 -0.842
H -4.254 2.027 -0.838
H -5.748 0.045 -1.136
H -4.710 -2.193 -1.529
H -2.239 -2.383 -1.581
O 1.031 -4.502 -2.195
C 0.772 -3.448 -1.802
N 0.491 -2.355 -1.357
C 1.042 1.931 2.353
O 0.069 1.042 1.718
P 0.277 -0.374 1.107
O -0.896 -1.284 1.591
C -1.160 -1.512 3.017
O 1.635 -0.859 1.704
C 2.327 -2.104 1.406
H 0.610 2.231 3.302
H 1.166 2.787 1.696
H 1.980 1.406 2.502
H -1.951 -2.253 3.051
H -1.484 -0.578 3.469
H -0.262 -1.892 3.497
H 2.901 -1.970 0.493
H 1.609 -2.916 1.307
H 2.985 -2.280 2.250

***

No. 2
26
Properties=species:S:1:pos:R:3 method="wB97M-V/def2-TZVPD" total_charge=+1 s_squared=0.756 e_homo_ev="-13.165 / -13.148" max_force_ev_per_a=3.3 multiplicity=2
C -18.567 21.312 -21.674
N -18.599 19.967 -21.017
O -19.668 19.431 -20.877
O -17.538 19.548 -20.549
H -19.324 21.451 -22.446
H -17.582 21.464 -22.114
H -18.721 21.976 -20.824
C -16.302 21.889 -18.873
C -15.707 20.798 -18.184
C -16.076 20.633 -16.836
C -16.933 21.539 -16.192
C -17.535 22.541 -16.982
C -17.233 22.730 -18.308
N -17.190 21.451 -14.736
O -16.379 20.879 -13.970
O -18.179 22.102 -14.325
H -16.049 21.977 -19.920
H -15.039 20.171 -18.756
H -15.543 19.829 -16.351
H -18.103 23.275 -16.430
H -17.648 23.621 -18.755
C -20.178 19.964 -16.407
Br -21.029 18.728 -15.117
Br -21.367 21.408 -17.021
Br -19.764 18.911 -17.989
H -19.239 20.335 -15.994

***

No. 3
11
Properties=species:S:1:pos:R:3 method="wB97M-V/def2-TZVPD" total_charge=0 smiles="[H]/N=C/C=O.C=O" e_homo_ev=-9.994 max_force_ev_per_a=0.7 e_above_lowest_kcal_mol=64.7
H 0.481 -1.952 -1.745
N 0.662 -0.948 -1.690
C -0.316 -0.357 -1.144
C -0.217 1.136 -0.937
O 0.117 1.649 0.107
H -1.243 -0.832 -0.803
H -0.472 1.764 -1.813
C 0.251 -0.108 2.005
O -0.388 -1.053 1.610
H 1.335 -0.001 1.812
H -0.210 0.701 2.599

***

No. 4
14
Properties=species:S:1:pos:R:3 method="wB97M-V/def2-TZVPD" total_charge=0 e_homo_ev="-7.075 / -8.476" max_force_ev_per_a=1.3 e_above_lowest_kcal_mol=26.1
C 0.065 0.353 -1.423
C -0.638 -0.610 -0.505
O 1.382 0.466 -1.411
O -1.717 -0.035 0.155
O 0.334 -1.052 0.401
O -1.148 -1.666 -1.247
P 0.470 1.561 2.157
Cl 1.835 0.339 2.965
Cl 1.643 2.698 0.977
H -0.478 0.924 -2.153
H 1.741 -0.102 -0.705
H -1.413 0.705 0.705
H -0.045 -1.704 1.000
H -2.029 -1.877 -0.916

***

No. 5
89
Properties=species:S:1:pos:R:3 method="wB97M-V/def2-TZVPD" total_charge=-1 e_homo_ev=-3.341 max_force_ev_per_a=0.5
Tl 0.325 -0.137 0.437
N -2.563 -0.581 -0.070
C -3.876 0.051 -0.159
C -3.960 1.092 -1.276
C -3.199 2.422 -1.072
C -1.857 2.576 -1.809
N -0.747 2.073 -1.015
H -2.305 -0.986 -0.962
H -2.548 -1.338 0.606
H -4.090 0.537 0.799
H -4.680 -0.679 -0.326
H -5.022 1.319 -1.404
H -3.628 0.621 -2.209
H -3.010 2.567 -0.003
H -3.850 3.238 -1.397
H -1.733 3.630 -2.091
H -1.892 2.005 -2.741
H -0.505 2.702 -0.256
H 0.087 1.901 -1.569
C 4.086 -4.739 2.773
C 4.112 -3.357 2.172
C 5.005 -3.038 1.151
C 5.028 -1.765 0.596
C 4.146 -0.804 1.067
C 3.260 -1.103 2.093
C 3.247 -2.373 2.642
S 4.090 0.812 0.322
O 5.357 1.011 -0.351
O 3.776 1.722 1.403
N 2.825 0.768 -0.632
C 2.800 0.175 -1.858
C 3.923 -0.296 -2.592
C 3.732 -0.894 -3.813
C 2.443 -1.036 -4.332
C 1.406 -0.552 -3.565
N 1.557 0.028 -2.374
H 4.397 -5.492 2.047
H 3.083 -4.987 3.127
H 4.766 -4.798 3.628
H 5.682 -3.800 0.778
H 5.722 -1.503 -0.193
H 2.583 -0.340 2.461
H 2.530 -2.611 3.421
H 4.908 -0.157 -2.173
H 4.585 -1.258 -4.374
H 2.261 -1.498 -5.293
H 0.379 -0.642 -3.914
C 1.222 -5.768 4.662
C 0.610 -4.520 4.068
C 0.090 -3.539 4.904
C -0.468 -2.390 4.327
C -1.003 -1.288 5.209
C -0.506 -2.255 2.957
C 0.052 -3.215 2.037
C 0.602 -4.369 2.687
N 0.033 -2.885 0.742
C 0.404 -3.706 -0.403
C 1.767 -3.249 -0.947
C 0.462 -5.237 -0.240
C -0.649 -3.416 -1.491
H 1.086 -5.793 5.744
H 2.296 -5.817 4.457
H 0.767 -6.665 4.237
H 0.109 -3.659 5.983
H -1.405 -1.690 6.142
H -1.790 -0.724 4.703
H -0.206 -0.584 5.468
H -0.997 -1.380 2.541
H 1.073 -5.148 2.109
H 2.552 -3.428 -0.208
H 1.746 -2.181 -1.171
H 2.025 -3.783 -1.870
H 1.360 -5.546 0.298
H 0.501 -5.699 -1.231
H -0.420 -5.613 0.281
H -0.656 -2.343 -1.703
H -1.639 -3.712 -1.134
H -0.428 -3.954 -2.420
I 2.509 2.368 5.794
C 0.788 2.407 4.599
C -0.453 2.587 5.182
C -1.564 2.581 4.354
C -1.375 2.389 2.995
N -0.179 2.218 2.439
C 0.899 2.231 3.227
H -0.551 2.716 6.251
H -2.559 2.710 4.761
H -2.221 2.350 2.313
H 1.859 2.085 2.740

***

No. 6
12
Properties=species:S:1:pos:R:3 method="wB97M-V/def2-TZVPD" total_charge=0 smiles="OC/C=C/C=S" e_homo_ev=-8.776 max_force_ev_per_a=4.4 e_above_lowest_kcal_mol=52.7
O 0.841 2.424 0.596
C 1.124 1.054 0.094
C 0.070 0.122 0.444
C -0.353 -0.823 -0.534
C -1.236 -1.899 -0.199
S -2.079 -2.256 1.219
H 0.071 2.697 0.082
H 1.286 1.041 -0.964
H 2.072 0.735 0.542
H -0.238 0.034 1.482
H -0.077 -0.733 -1.606
H -1.483 -2.394 -1.154